A 2-piece molecular cluster, C9H13N overall. Source: the OMol25 dataset; level of theory: ωB97M-V with the def2-TZVPD basis set.

Its spin multiplicity is 1. As for the charge: 0. For the frontier orbital gap, the calculation gives 7.751 eV.

Bonds (Å) are listed after each position.
Element x y z (Å)
1 C 1.59 -1.96 0.02  C5 1.408, N10 1.168
2 C 2.13 0.63 0.16  C3 1.309, C4 1.535, C5 1.400
3 C 2.70 1.36 1.08  C2 1.309, H11 1.127, H12 1.083
4 C 2.02 0.37 -1.35  C2 1.535, C5 1.535, H13 1.060, H14 1.099
5 C 1.55 -0.58 -0.24  C1 1.408, C2 1.400, C4 1.535
6 C -0.89 -0.79 1.45  C9 1.463, H15 1.091, H16 1.159, H17 1.129
7 C -1.23 -1.58 -0.92  C9 1.532, H18 1.117, H19 1.121, H20 1.146
8 C -1.11 0.97 -0.35  C9 1.500, H21 1.189, H22 1.171, H23 1.182
9 C -0.82 -0.45 0.03  C6 1.463, C7 1.532, C8 1.500
10 N 1.59 -3.09 0.30  C1 1.168
11 H 2.78 1.35 2.21  C3 1.127
12 H 3.14 2.26 0.67  C3 1.083
13 H 1.32 0.97 -1.87  C4 1.060
14 H 2.85 0.00 -1.97  C4 1.099
15 H -1.95 -0.95 1.64  C6 1.091
16 H -0.55 -0.01 2.24  C6 1.159
17 H -0.42 -1.80 1.66  C6 1.129
18 H -0.97 -2.61 -0.56  C7 1.117
19 H -2.33 -1.44 -1.05  C7 1.121
20 H -0.95 -1.29 -1.99  C7 1.146
21 H -2.30 0.92 -0.45  C8 1.189
22 H -0.53 1.48 -1.23  C8 1.171
23 H -0.98 1.60 0.64  C8 1.182

Results of the Mulliken charge analysis, in e, for atoms 1 through 2: 0.162, 0.201



One molecule with the formula C9H13N3. Source: the OMol25 dataset; level of theory: ωB97M-V with the def2-TZVPD basis set.

Its spin multiplicity is 1. As for the charge: 0. For the frontier orbital gap, the calculation gives 7.806 eV.

Bonds (Å) are listed after each position.
Element x y z (Å)
1 C -1.47 1.44 -0.08  C3 1.347, N11 1.397, H13 1.110
2 C 1.84 0.17 0.02  C4 1.367, C5 1.442, C7 1.514
3 C -2.32 0.41 0.08  C1 1.347, C6 1.509, C8 1.442
4 C 1.00 -0.91 -0.11  C2 1.367, C9 1.502, N12 1.391
5 C 1.13 1.42 -0.10  C2 1.442, N10 1.280, N11 1.420
6 C -1.63 -0.91 -0.15  C3 1.509, N12 1.473, H14 1.202, H15 1.032
7 C 3.33 0.14 0.28  C2 1.514, H16 1.001, H17 1.098, H18 1.057
8 C -3.76 0.51 0.20  C3 1.442, H19 1.083, H20 1.012, H21 1.186
9 C 1.50 -2.32 -0.21  C4 1.502, H22 1.103, H23 1.143, H24 1.125
10 N 1.53 2.62 0.06  C5 1.280, H25 1.003
11 N -0.19 0.98 -0.41  C1 1.397, C5 1.420, N12 1.437
12 N -0.26 -0.45 -0.45  C4 1.391, C6 1.473, N11 1.437
13 H -1.56 2.55 -0.07  C1 1.110
14 H -1.51 -1.70 0.75  C6 1.202
15 H -2.03 -1.38 -0.98  C6 1.032
16 H 3.81 -0.13 -0.56  C7 1.001
17 H 3.73 -0.36 1.17  C7 1.098
18 H 3.76 1.06 0.57  C7 1.057
19 H -4.30 0.51 -0.74  C8 1.083
20 H -3.94 1.39 0.65  C8 1.012
21 H -4.27 -0.43 0.71  C8 1.186
22 H 2.27 -2.36 0.58  C9 1.103
23 H 1.98 -2.57 -1.22  C9 1.143
24 H 0.58 -2.96 -0.09  C9 1.125
25 H 0.78 3.29 0.11  N10 1.003

Results of the Mulliken charge analysis, in e, for atoms 1 through 2: -0.311, 0.527



A 2-piece molecular cluster, C9H13N3O overall. Source: the OMol25 dataset; level of theory: ωB97M-V with the def2-TZVPD basis set.

Its spin multiplicity is 1. As for the charge: +2. For the frontier orbital gap, the calculation gives 7.826 eV.

Bonds (Å) are listed after each position.
Element x y z (Å)
1 C -2.00 -0.88 3.82  C2 1.424, C3 1.388, H14 1.016
2 C -2.58 -1.12 2.54  C1 1.424, C4 1.370, H15 1.081
3 C -0.66 -0.55 3.70  C1 1.388, C5 1.363, H16 1.086
4 C -1.92 -1.26 1.35  C2 1.370, C6 1.415, H17 1.108
5 C 0.04 -0.82 2.56  C3 1.363, C6 1.387, N10 1.307
6 C -0.52 -1.12 1.33  C4 1.415, C5 1.387, N11 1.301
7 C 2.46 -0.77 2.85  N10 1.138, H18 1.012
8 C 0.45 -1.77 -0.73  N11 1.260, H19 1.130, H21 1.091
9 C 0.82 2.63 -3.15  O13 1.530, H22 1.116, H23 1.064, H24 1.091
10 N 1.34 -0.84 2.67  C5 1.307, C7 1.138
11 N 0.23 -1.03 0.26  C6 1.301, C8 1.260
12 N 0.59 0.99 -1.33  O13 1.407, H25 1.055, H26 1.066
13 O 1.17 1.26 -2.58  C9 1.530, N12 1.407, H20 0.980
14 H -2.59 -0.96 4.65  C1 1.016
15 H -3.62 -1.37 2.39  C2 1.081
16 H -0.17 -0.15 4.59  C3 1.086
17 H -2.34 -1.74 0.44  C4 1.108
18 H 3.43 -0.96 3.07  C7 1.012
19 H 0.16 -2.86 -0.67  C8 1.130
20 H 2.13 1.15 -2.40  O13 0.980
21 H 0.88 -1.27 -1.60  C8 1.091
22 H 0.33 3.25 -2.37  C9 1.116
23 H 0.17 2.64 -3.99  C9 1.064
24 H 1.75 3.16 -3.40  C9 1.091
25 H -0.45 0.87 -1.48  N12 1.055
26 H 0.71 1.81 -0.65  N12 1.066

Results of the Mulliken charge analysis, in e, for atoms 1 through 2: -0.838, -0.395



A 2-piece molecular cluster, C9H13N3O3 overall. Source: the OMol25 dataset; level of theory: ωB97M-V with the def2-TZVPD basis set.

Its spin multiplicity is 1. As for the charge: 0. For the frontier orbital gap, the calculation gives 9.210 eV.

Bonds (Å) are listed after each position.
Element x y z (Å)
1 C -1.05 2.79 -0.54  C2 1.456, C3 1.402, H16 1.040
2 C -2.18 2.48 0.33  C1 1.456, N10 1.362, H17 0.983
3 C -0.48 1.55 -0.83  C1 1.402, N11 1.350, H18 1.095
4 C 2.30 0.55 0.38  C6 1.520, N12 1.453, O13 1.184
5 C -0.91 -1.35 0.87  C9 1.565, O14 1.215, O15 1.329
6 C 3.30 0.41 -0.75  C4 1.520, H19 1.181, H20 1.146, H21 1.138
7 C 0.34 -0.05 2.64  C9 1.354, H23 1.062, H24 1.096
8 C -1.75 -2.75 -0.75  O15 1.396, H25 1.047, H26 1.134, H27 1.101
9 C 0.37 -0.62 1.41  C5 1.565, C7 1.354, N12 1.406
10 N -2.25 1.12 0.31  C2 1.362, N11 1.352, H22 0.984
11 N -1.23 0.53 -0.36  C3 1.350, N10 1.352
12 N 1.46 -0.63 0.53  C4 1.453, C9 1.406, H28 1.037
13 O 2.15 1.49 1.09  C4 1.184
14 O -1.92 -1.35 1.54  C5 1.215
15 O -0.72 -1.92 -0.32  C5 1.329, C8 1.396
16 H -0.62 3.74 -0.47  C1 1.040
17 H -2.91 2.94 0.79  C2 0.983
18 H 0.52 1.35 -1.24  C3 1.095
19 H 2.82 0.85 -1.73  C6 1.181
20 H 3.29 -0.72 -0.91  C6 1.146
21 H 4.26 1.00 -0.57  C6 1.138
22 H -2.86 0.42 0.64  N10 0.984
23 H -0.50 0.30 3.19  C7 1.062
24 H 1.36 0.12 2.98  C7 1.096
25 H -1.57 -3.76 -0.97  C8 1.047
26 H -2.21 -2.23 -1.65  C8 1.134
27 H -2.56 -2.79 -0.01  C8 1.101
28 H 1.27 -1.06 -0.39  N12 1.037

Results of the Mulliken charge analysis, in e, for atoms 1 through 2: -0.937, -0.257



> Which value of charge does entry 2 give?

0